(1)
Density functional theory data (ωB97M-V with the def2-TZVPD basis set) for 2 unconnected molecules or ions with the total composition C5H18N2O at a distorted geometry.

Geometry as XYZ:
```
26
C5H18N2O, DFT ωB97M-V with the def2-TZVPD basis set
C -1.02910 -0.91946 1.78396
C -0.23738 -0.02210 0.84671
C 1.03814 -0.70507 0.35742
C 1.06646 -0.95331 -1.16694
C 1.52010 0.22980 -2.00511
N 2.39850 -0.07629 -3.17869
N -2.27018 -0.23522 2.33257
H -1.45147 -1.75337 1.23980
H -0.45327 -1.33598 2.59962
H -0.85363 0.31954 0.01764
H 0.00878 0.86808 1.43564
H 1.93819 -0.15493 0.64077
H 1.18291 -1.67678 0.82043
H 0.07783 -1.25596 -1.48800
H 1.69745 -1.82104 -1.34025
H 0.74590 0.92413 -2.31075
H 2.02395 0.96223 -1.36883
H 1.85934 -0.13230 -4.04008
H 2.79376 -1.01799 -3.09864
H 3.13420 0.62431 -3.28717
H -3.03101 -0.89698 2.45109
H -2.58875 0.50316 1.68174
H -2.15142 0.24966 3.22615
H -1.72959 3.03423 1.33637
H -3.26204 2.86191 1.25364
O -2.42770 2.37971 1.26089
```

Output
- Frontier orbital gap: 12.64 eV
- Net charge: +2
- Spin multiplicity: 1
- Energy above the lowest of the compared OMol25 structures with the same formula, charge and spin: 27.9 kJ/mol

Which charges does Löwdin predict for the atoms? In e, they are: atom 1 (C): -0.1258, atom 2 (C): -0.1882, atom 3 (C): -0.1726, atom 4 (C): -0.1681, atom 5 (C): -0.1484, atom 6 (N): 0.2177, atom 7 (N): 0.1928, atom 8 (H): 0.1354, atom 9 (H): 0.1412, atom 10 (H): 0.1176, atom 11 (H): 0.1225, atom 12 (H): 0.1252, atom 13 (H): 0.1204, atom 14 (H): 0.1208, atom 15 (H): 0.1207, atom 16 (H): 0.1379, atom 17 (H): 0.1353, atom 18 (H): 0.1793, atom 19 (H): 0.1765, atom 20 (H): 0.1849, atom 21 (H): 0.1711, atom 22 (H): 0.1171, atom 23 (H): 0.1774, atom 24 (H): 0.0686, atom 25 (H): 0.0788, atom 26 (O): -0.0381

(2)
Density functional theory data (ωB97M-V with the def2-TZVPD basis set) for 3 unconnected molecules or ions with the total composition C5H18N2O2.

Geometry as XYZ:
```
27
C5H18N2O2, DFT ωB97M-V with the def2-TZVPD basis set
C 0.20287 -2.16771 -2.22517
N 0.89166 -0.94686 -1.87548
C 1.81270 -1.04350 -0.74897
C 1.88181 0.23945 0.06474
C 0.52460 0.65191 0.65591
C 0.64868 1.27724 2.04878
N -0.65583 1.27872 2.74324
H 0.77517 -3.03288 -1.87569
H 0.17130 -2.30490 -3.30901
H -0.83407 -2.20588 -1.88485
H 0.26445 -0.15655 -1.82562
H 2.80645 -1.26288 -1.15904
H 1.51340 -1.87070 -0.09689
H 2.30589 1.02713 -0.55868
H 2.63066 0.12188 0.86024
H -0.10587 -0.22762 0.71163
H 0.05060 1.34216 -0.03033
H 1.35624 0.66785 2.62351
H 1.01618 2.29011 1.96870
H -0.80848 0.38474 3.20240
H -0.76234 2.05788 3.37176
O -2.70904 0.53199 0.85796
H -2.14437 1.02449 1.49310
H -3.39911 1.10654 0.52278
O -2.24175 0.23463 -2.12373
H -2.41694 -0.05710 -1.21625
H -2.77486 1.03988 -2.19501
```

Output
- Frontier orbital gap: 8.69 eV
- Spin multiplicity: 1
- Energy above the lowest of the compared OMol25 structures with the same formula, charge and spin: 29.8 kJ/mol
- Structure (SMILES): CNCCCCN.O.O

Which charges does Löwdin predict for the atoms? In e, they are: atom 1 (C): -0.1420, atom 2 (N): -0.1226, atom 3 (C): -0.2652, atom 4 (C): -0.2042, atom 5 (C): -0.2157, atom 6 (C): -0.2558, atom 7 (N): -0.0214, atom 8 (H): 0.0749, atom 9 (H): 0.0686, atom 10 (H): 0.0674, atom 11 (H): 0.0718, atom 12 (H): 0.1094, atom 13 (H): 0.1078, atom 14 (H): 0.1105, atom 15 (H): 0.1055, atom 16 (H): 0.1032, atom 17 (H): 0.1058, atom 18 (H): 0.1069, atom 19 (H): 0.1122, atom 20 (H): 0.0891, atom 21 (H): 0.0724, atom 22 (O): -0.0880, atom 23 (H): 0.0002, atom 24 (H): 0.0332, atom 25 (O): -0.0683, atom 26 (H): 0.0058, atom 27 (H): 0.0386